Entry 1:
C6H17NO | the ωB97M-V functional and the def2-TZVPD basis

```
25
Properties=species:S:1:pos:R:3:lowdin_charge:R:1
C 2.6150 -0.5061 -1.3222 -0.063
C 1.2190 -0.1873 -0.7616 -0.686
C 0.2517 -1.3279 -1.0858 -0.049
C 0.6954 1.1188 -1.3638 -0.049
N 1.2470 -0.0239 0.6997 0.044
H 2.9953 -1.4365 -0.8983 0.076
H 3.3179 0.2919 -1.0780 0.076
H 2.5832 -0.6125 -2.4055 0.077
H 0.2186 -1.4994 -2.1601 0.085
H 0.5701 -2.2520 -0.6022 0.079
H -0.7478 -1.0750 -0.7418 0.053
H -0.3000 1.3276 -0.9781 0.072
H 0.6388 1.0400 -2.4477 0.083
H 1.3605 1.9480 -1.1209 0.079
H 1.8870 0.7213 0.9521 0.081
H 1.5849 -0.8740 1.1385 0.080
C -3.0924 -0.6977 1.0365 -0.194
O -2.8681 -0.1653 -0.0613 -0.065
H -2.6319 -1.6711 1.2788 0.093
H -4.0621 -0.5340 1.5381 0.089
C -1.4558 1.3387 2.0885 -0.029
H -2.2381 0.3747 2.3153 0.056
H -0.5887 0.8488 1.6583 -0.021
H -1.2092 1.9244 2.9651 0.015
H -1.9903 1.9285 1.3565 0.018
```

The total energy comes out at -10033.725 eV. As for the structure (SMILES): CC(C)(C)N.C=O.C. The calculation puts the energy above the lowest of the compared OMol25 structures with the same formula, charge and spin at 1.8575 eV. The value obtained for the largest force on an atom is 4.2 eV/A. The lowest unoccupied orbital energy comes out at 0.571 eV.



Entry 2:
C38H38F5GdN5O2S | the ωB97M-V functional and the def2-TZVPD basis

```
90
Properties=species:S:1:pos:R:3:lowdin_charge:R:1
Gd -0.4330 0.1336 0.3438 1.499
O -2.0036 3.5645 1.6950 0.115
C -1.9155 2.5397 1.0499 -0.582
O -1.7030 1.3605 1.4944 -0.232
C -2.1591 2.5893 -0.4662 -0.175
C -2.5536 3.7970 -1.0614 0.034
C -2.9024 3.8070 -2.3845 0.042
C -2.9434 2.5872 -3.0886 -0.147
C -3.3642 2.4868 -4.4324 -0.015
C -3.4136 1.2725 -5.0578 -0.053
C -3.0098 0.1089 -4.3806 -0.050
C -2.5764 0.1750 -3.0849 -0.023
C -2.5329 1.4095 -2.4049 -0.213
N -2.1001 1.4323 -1.1152 0.064
H -2.5548 4.6803 -0.4433 0.127
H -3.1805 4.7161 -2.8969 0.131
H -3.6410 3.3884 -4.9547 0.127
H -3.7417 1.1991 -6.0823 0.119
H -3.0314 -0.8402 -4.8964 0.122
H -2.2788 -0.7086 -2.5354 0.088
N -2.9033 -1.0620 0.7854 -0.037
C -3.3156 -2.1801 -0.0733 -0.238
C -2.1132 -3.1143 -0.2373 -0.237
N -0.9682 -2.3399 -0.7489 -0.052
H -2.9636 -1.3540 1.7611 0.088
H -3.5580 -0.2857 0.6918 0.090
H -3.6171 -1.7799 -1.0447 0.106
H -4.1672 -2.7399 0.3335 0.123
H -2.3782 -3.9480 -0.8971 0.123
H -1.8532 -3.5230 0.7445 0.110
H -1.1054 -2.2059 -1.7529 0.063
H -0.1180 -2.9025 -0.6874 0.053
C 1.2393 -4.1854 1.1568 -0.037
C 2.1894 -3.5917 0.1541 -0.237
C 2.8016 -4.3694 -0.8147 -0.034
C 3.7612 -3.8219 -1.6470 -0.056
C 4.1622 -2.5104 -1.4700 -0.036
C 3.6056 -1.7104 -0.4822 -0.303
C 4.1250 -0.3189 -0.2680 -0.071
C 2.5657 -2.2521 0.2869 -0.309
N 1.8656 -1.4490 1.2098 0.089
C 2.4469 -1.1231 2.3034 -0.253
C 3.7714 -1.6509 2.7434 0.015
C 1.7375 -0.1617 3.1614 -0.230
C 2.1398 -0.0604 4.5935 0.019
N 0.8523 0.5661 2.5792 0.058
C 0.1967 1.5728 3.3253 -0.269
C -0.7712 1.2497 4.2806 -0.234
C -1.2499 -0.1684 4.4186 -0.020
C -1.3430 2.2836 5.0050 -0.026
C -0.9559 3.5969 4.7982 -0.055
C -0.0425 3.9042 3.8040 -0.038
C 0.5241 2.9006 3.0339 -0.228
C 1.4639 3.1909 1.8997 -0.013
H 0.6966 -5.0302 0.7400 0.086
H 0.5374 -3.4309 1.5205 0.059
H 1.8089 -4.5521 2.0123 0.094
H 2.5322 -5.4100 -0.9021 0.116
H 4.2091 -4.4251 -2.4212 0.110
H 4.9354 -2.0937 -2.0971 0.121
H 4.3985 0.1257 -1.2209 0.085
H 5.0214 -0.3537 0.3504 0.088
H 3.3878 0.3250 0.2117 0.054
H 4.1338 -2.3912 2.0328 0.097
H 3.6882 -2.0997 3.7311 0.098
H 4.4998 -0.8448 2.8050 0.104
H 3.2137 0.0933 4.6735 0.097
H 1.9021 -0.9922 5.1068 0.107
H 1.6269 0.7576 5.0928 0.095
H -1.1392 -0.6965 3.4635 0.059
H -2.2976 -0.1701 4.7079 0.089
H -0.6944 -0.7124 5.1820 0.083
H -2.1072 2.0492 5.7319 0.117
H -1.4030 4.3877 5.3835 0.111
H 0.2134 4.9345 3.6100 0.121
H 1.3945 4.2353 1.6109 0.091
H 1.2241 2.5672 1.0165 0.064
H 2.4924 2.9835 2.1934 0.089
F -0.6667 1.3606 -6.9158 0.135
C -0.2640 0.9722 -5.7044 -0.139
C 0.0389 -0.3690 -5.4636 -0.147
F -0.1023 -1.2736 -6.4324 0.132
C 0.4623 -0.7604 -4.2066 -0.236
F 0.6823 -2.0577 -3.9432 0.083
C 0.5889 0.1588 -3.1609 -0.530
S 1.3053 -0.3014 -1.6691 0.760
C 0.2197 1.4813 -3.4132 -0.231
F 0.2261 2.3082 -2.3303 0.050
C -0.1949 1.9006 -4.6635 -0.147
F -0.5519 3.1700 -4.8755 0.130
```

The total energy comes out at -96823.470 eV. As for the expectation value of S²: 15.97. The calculation puts the energy above the lowest of the compared OMol25 structures with the same formula, charge and spin at 0.4923 eV. The value obtained for the largest force on an atom is 2.9 eV/A. Its multiplicity is 8. The lowest unoccupied orbital energy (alpha / beta) comes out at -4.620 / -3.316 eV. As for the charge: +1.



Entry 3:
C5H8O2 | the ωB97M-V functional and the def2-TZVPD basis

```
15
Properties=species:S:1:pos:R:3:lowdin_charge:R:1
C -0.7079 -0.3911 0.0629 -0.569
C -0.5885 -1.8453 0.5570 -0.026
C -1.8531 0.4334 0.6809 -0.027
O -0.5124 -0.2129 -1.2202 0.066
O 1.4020 0.8154 -0.6838 0.014
C 2.4090 1.3793 -1.0654 -0.329
C 3.4547 1.9013 -1.4652 0.160
H 0.2628 0.1254 0.4662 0.190
H -1.8107 0.4108 1.7705 0.079
H -1.4693 -2.4020 0.2272 0.085
H -0.5354 -1.8880 1.6455 0.079
H 0.2983 -2.3115 0.1298 0.085
H -2.8066 0.0072 0.3587 0.085
H -1.7979 1.4646 0.3347 0.085
H 4.2551 2.5133 -1.7989 0.023
```

The total energy comes out at -9402.626 eV. The calculation puts the energy above the lowest of the compared OMol25 structures with the same formula, charge and spin at 7.2058 eV. The value obtained for the largest force on an atom is 1.4 eV/A. The lowest unoccupied orbital energy (alpha / beta) comes out at -3.345 / -3.341 eV.



- Which of these has the lowest largest force on an atom?
  C5H8O2